# 1
Here is an isolated molecule of C2H5NS from the Open Molecules 2025 dataset. Energies are from ωB97M-V/def2-TZVPD.

XYZ file:
```
9
Properties=species:S:1:pos:R:3:forces:R:3:lowdin_charge:R:1
S 1.911583 -0.462676 -0.127438 -0.175 -0.400 -0.043 0.75
N 1.272052 1.153770 -0.052215 -1.745 -1.534 1.595 -0.33
C -0.933861 -0.432442 -0.139011 -0.127 -0.012 0.018 -0.14
C 0.324984 -0.092724 0.578132 2.324 2.363 -1.572 -0.60
H 0.321163 0.006009 1.652854 -0.033 0.010 0.033 0.08
H -1.767097 0.117245 0.297469 -0.092 0.010 -0.057 0.08
H -1.138249 -1.498636 -0.052627 -0.069 -0.064 0.059 0.08
H 0.874114 1.408303 -0.957021 -0.145 -0.381 -0.019 0.02
H -0.864686 -0.198850 -1.200142 0.063 0.008 -0.014 0.07
```
Forces are in eV/Å.

## Properties
Largest force on an atom in eV Å⁻¹: 3.67
SMILES string: C[C@@H]1NS1
Relative energy (zero: lowest compared OMol25 entry of this formula, charge and spin) in kJ/mol: 163.3
Spin multiplicity: 1
Electronic energy in Eh: -532.080378
Gap between HOMO and LUMO in eV: 9.314

***

# 2
Here is a structure of composition C33H47N10O2S2SiSr from the Open Molecules 2025 dataset. Energies are from ωB97M-V/def2-TZVPD.

XYZ file:
```
96
Properties=species:S:1:pos:R:3:forces:R:3:lowdin_spin:R:1
Sr -0.239940 0.271178 -0.426516 0.466 -0.807 -1.237 0.01
S -3.465811 -1.253082 -0.959319 0.118 0.105 0.048 0.00
S -0.450056 0.105676 -3.660608 0.122 -0.022 0.002 0.00
Si 4.144534 -2.424336 -2.787575 0.041 -0.023 0.040 0.00
O 0.203420 2.260834 -1.779609 0.233 0.445 -0.130 0.00
O -1.364943 2.015612 0.633484 -0.103 0.465 0.444 0.05
N 2.400573 0.856246 0.929740 -0.038 0.295 -0.306 0.00
N -4.186657 1.240962 -0.180209 -0.058 0.044 0.136 0.00
N -0.681173 1.149984 2.685055 0.108 -0.492 -0.041 -0.04
N -3.233290 1.130817 -2.159976 -0.169 0.007 -0.069 0.00
N 0.980647 2.235485 -2.842839 -0.330 -0.102 0.010 0.00
N 0.125675 -2.149105 0.399894 0.115 0.007 0.395 0.13
N 4.378677 2.100017 0.212634 0.073 -0.053 -0.018 0.00
N 4.594430 0.233679 1.767772 -0.002 0.027 -0.001 0.00
N -0.415050 0.002127 1.960543 -0.357 0.210 0.626 0.20
N 3.566277 2.325306 2.490488 0.015 -0.030 0.030 0.00
C 0.051245 -1.080456 2.578611 -0.069 -0.098 -0.132 0.12
C -1.449804 4.873565 4.479499 -0.010 0.033 -0.026 0.00
C 3.093360 -1.167113 -2.099712 -0.072 0.115 -0.021 0.00
C 5.189324 0.951741 0.634286 0.083 -0.017 -0.035 0.00
C -1.116596 2.104349 1.896848 -0.116 0.192 0.288 0.08
C -1.638013 5.825379 2.283485 0.007 -0.072 -0.031 0.00
C -3.642273 0.412991 -1.093306 0.001 -0.247 -0.073 0.00
C 4.405916 1.181870 2.859550 0.029 0.007 0.093 0.00
C 0.709041 -4.467773 0.159773 0.001 -0.039 -0.020 0.11
C 4.198900 2.988008 1.351136 0.019 0.105 0.007 0.00
C 2.267382 1.797947 2.045735 -0.040 -0.158 0.136 0.00
C 0.745736 -3.461459 2.337793 0.051 0.095 0.053 0.05
C 1.705123 1.293385 -4.873838 -0.065 -0.081 -0.003 0.00
C 0.321818 -2.226913 1.768746 -0.203 0.114 0.214 0.12
C -4.350834 0.887205 1.208956 -0.079 -0.018 0.062 0.00
C 5.614164 -2.860413 -1.653302 -0.044 0.029 0.037 0.00
C 3.066954 1.570797 -0.179014 -0.065 -0.057 -0.075 0.00
C 0.932958 -4.558379 1.545547 0.034 -0.115 0.009 0.04
C 3.271705 -0.252219 1.345571 -0.053 -0.018 0.026 0.00
C -1.300877 3.443184 2.540981 -0.021 -0.238 -0.139 0.01
C 2.699295 2.229479 -4.974597 0.036 0.020 -0.014 0.00
C 0.793224 1.270447 -3.797143 0.056 0.007 -0.165 0.00
C -1.477615 4.562116 1.727295 -0.011 0.053 0.056 0.02
C -3.963303 2.638015 -0.527773 0.072 0.095 -0.096 0.00
C 3.434104 -4.156357 -3.188840 0.075 -0.006 -0.054 0.00
C -1.628419 5.986943 3.660990 -0.003 0.052 0.061 0.02
C 2.812808 3.216948 -3.992805 -0.034 -0.006 0.034 0.00
C 4.906773 -1.837327 -4.429913 -0.048 -0.043 0.025 0.00
C 0.322165 -3.237786 -0.335350 0.061 0.074 -0.043 0.01
C 1.931449 3.187435 -2.946727 0.083 -0.019 -0.101 0.00
C -3.185904 2.555285 -1.852980 0.278 -0.049 0.069 0.00
C 0.266591 -1.129457 4.064231 0.040 0.013 0.123 0.02
C -1.284639 3.616173 3.926617 -0.002 0.029 0.043 0.02
H 3.206156 0.866237 -1.010750 -0.024 0.049 0.031 0.00
H -3.474897 1.207159 1.782621 -0.055 -0.061 -0.011 0.00
H 2.417620 2.398275 -0.471334 0.011 0.018 -0.005 0.00
H -2.125316 2.816351 -1.746545 -0.260 0.350 0.068 0.00
H 0.185184 -3.102937 -1.404093 -0.014 -0.022 -0.044 0.00
H 5.731349 -2.478390 -4.754181 0.031 -0.032 -0.020 0.00
H -5.243147 1.373232 1.612370 -0.009 -0.006 -0.020 0.00
H 2.535854 -0.589654 -2.842881 -0.016 -0.037 -0.013 0.00
H 3.391667 -0.929399 0.500636 0.037 0.009 0.008 0.00
H 0.020735 -0.161002 4.495462 0.000 0.005 -0.028 0.00
H 2.959076 -4.577657 -2.299704 -0.007 -0.018 0.069 0.00
H 4.210881 -4.853962 -3.524504 -0.021 -0.042 -0.033 0.00
H 0.865753 -5.301493 -0.509188 0.004 -0.023 0.003 0.01
H 3.569353 3.830024 1.046927 0.019 -0.005 0.005 0.00
H 5.385727 1.557940 3.175819 -0.018 -0.012 0.001 0.00
H -1.753348 6.971587 4.097442 -0.001 -0.009 0.001 0.00
H 4.148928 -1.836400 -5.216995 -0.033 0.004 -0.052 0.00
H -0.360663 -1.888356 4.543224 -0.020 -0.020 -0.008 0.01
H 0.923479 -3.525579 3.402967 -0.008 -0.006 0.020 0.00
H -4.456773 -0.192406 1.285234 0.016 0.021 0.003 0.00
H 5.278707 -0.817249 -4.323135 0.046 0.061 0.013 0.00
H 2.665799 -4.086161 -3.962782 -0.023 0.007 -0.039 0.00
H -4.914543 3.174214 -0.628597 0.011 -0.086 -0.021 0.00
H 1.626536 2.628462 1.740602 0.025 0.014 -0.007 0.00
H 1.925180 3.888016 -2.126534 0.024 0.009 0.003 0.00
H 2.796303 -0.775468 2.178751 -0.002 -0.014 -0.012 0.00
H 5.175839 3.373823 1.665588 -0.015 -0.011 -0.007 0.00
H -3.658231 3.145891 -2.640248 0.081 -0.009 -0.011 0.00
H 1.257703 -5.494028 1.989419 0.005 0.003 -0.008 0.00
H -1.766103 6.684084 1.634077 0.000 0.016 0.016 0.00
H 6.308705 -2.018314 -1.598040 0.031 0.025 0.008 0.00
H 3.578818 3.977490 -4.020219 0.017 0.004 -0.006 0.00
H 1.788047 1.292284 2.883309 -0.038 0.002 0.011 0.00
H 5.274929 0.263372 -0.208612 -0.007 0.008 -0.004 0.00
H -2.497996 0.739183 -2.747050 -0.055 -0.016 -0.070 0.00
H 1.593302 0.507921 -5.607261 0.016 0.008 -0.002 0.00
H 3.396659 2.191161 -5.801343 0.007 0.008 -0.010 0.00
H 5.246127 -3.041487 -0.639377 -0.006 -0.015 0.046 0.00
H -3.362904 3.099592 0.252047 0.003 0.103 0.029 0.00
H 6.182954 1.307788 0.928859 -0.008 -0.007 -0.012 0.00
H 6.164085 -3.749657 -1.974403 0.041 -0.037 -0.043 0.00
H 2.441252 -1.457969 -1.268796 -0.035 -0.052 -0.038 0.00
H 1.305044 -1.369148 4.319311 0.011 -0.006 -0.010 0.00
H -1.437374 4.989921 5.557336 -0.002 0.020 0.004 0.00
H 3.938069 0.663350 3.701501 0.001 0.008 -0.009 0.00
H -1.137226 2.745539 4.550601 0.009 -0.024 -0.009 0.00
H -1.468319 4.414893 0.655106 0.010 -0.008 -0.023 0.00
```
Forces are in eV/Å.

## Properties
Largest force on an atom in eV Å⁻¹: 1.55
Relative energy (zero: lowest compared OMol25 entry of this formula, charge and spin) in kJ/mol: 0.0
Spin multiplicity: 2
Electronic energy in Eh: -3100.398869
Total charge: -2
Gap between HOMO and LUMO (spin up / spin down) in eV: 3.998 / 4.766

***

- Which of these has the highest relative energy (zero: lowest compared OMol25 entry of this formula, charge and spin)?
  C2H5NS